The following is a DFT calculation (the ωB97M-V functional and the def2-TZVPD basis) of a molecular structure, C36H60OP2Sm.

Each line ends with the Mulliken charge.
Cartesian coordinates (Å):
Sm1 0.69112 0.07900 0.17503  0.695
C1 -1.55088 0.99458 1.41547  0.044
C2 -1.71847 1.22885 0.00631  1.148
C3 -2.04377 -1.01797 0.41063  1.154
C4 -1.76688 -0.38834 1.65940  1.230
C5 -1.97713 -0.03110 -0.61464  -0.253
C6 -1.29273 2.00312 2.47924  -1.848
H1 -1.27815 3.02569 2.08420  0.310
H2 -0.32511 1.83255 2.98584  0.224
H3 -2.06266 1.95637 3.26416  0.593
C7 -1.82886 -1.01704 3.00039  -1.331
H4 -2.07148 -0.28499 3.77840  0.415
H5 -0.86268 -1.45744 3.27285  0.058
H6 -2.58260 -1.81320 3.05197  0.299
C8 -2.48792 -2.41534 0.19632  -1.390
H7 -3.00070 -2.82899 1.07886  0.311
H8 -1.63834 -3.07916 -0.03337  -0.041
H9 -3.19003 -2.50136 -0.65126  0.458
C9 -2.28186 -0.27456 -2.04605  -1.533
H10 -3.28855 -0.70245 -2.16816  0.502
H11 -1.57997 -0.99064 -2.50014  0.213
H12 -2.23773 0.64692 -2.62993  0.306
C10 -1.82516 2.54443 -0.67550  -1.644
H13 -2.86235 2.74728 -0.99313  0.375
H14 -1.20961 2.57689 -1.58981  0.216
H15 -1.51034 3.37042 -0.02901  0.332
C11 4.94474 3.59483 -0.43646  -0.006
C12 4.00088 4.45117 0.03604  -0.591
C13 3.55536 5.67677 -0.72266  -0.703
C14 3.28215 5.40017 -2.20927  -1.154
C15 2.74482 4.00588 -2.47294  0.292
C16 3.53343 3.02118 -2.98892  -1.431
C17 5.05077 3.05506 -2.95173  -0.863
C18 5.68318 3.77191 -1.74317  -1.345
H16 4.29276 6.49317 -0.63315  0.408
H17 4.18158 5.63331 -2.80121  0.313
H18 2.63881 6.06707 -0.26194  0.374
H19 5.86453 4.83324 -1.97691  0.315
H20 5.40750 2.86212 0.23667  0.868
H21 3.82604 4.52781 1.11190  0.418
H22 6.68782 3.33707 -1.60428  0.469
H23 5.42085 2.02148 -2.96664  0.279
H24 3.13643 2.35239 -3.75711  1.015
H25 5.45220 3.51684 -3.87123  0.495
H26 2.53093 6.12857 -2.54911  0.404
H27 1.65720 3.96916 -2.55024  0.746
P1 2.60489 1.70709 0.77792  0.564
P2 1.44964 0.01275 -2.50208  1.153
C19 3.53794 1.20985 -0.73473  3.041
C20 3.19458 0.24715 -1.90641  -0.753
H28 4.56426 0.99174 -0.40039  0.850
H29 3.55062 2.21014 -1.17213  -3.535
H30 3.71230 0.61830 -2.80153  0.716
H31 3.62409 -0.74134 -1.68966  -0.514
C21 1.47711 -1.50186 -3.48696  -1.213
H32 0.43920 -1.76183 -3.74257  0.451
H33 1.91468 -2.33198 -2.91336  0.151
H34 2.06088 -1.31496 -4.40182  0.478
C22 0.88466 1.30880 -3.62302  -1.280
H35 1.55051 1.33974 -4.49409  0.596
H36 0.87538 2.28670 -3.12618  -0.082
H37 -0.14538 1.08142 -3.93995  0.426
C23 3.58049 2.04259 2.20293  -1.157
H38 2.89663 2.02740 3.06753  0.433
H39 4.06804 3.01216 2.10938  0.317
H40 4.31369 1.23059 2.32016  0.413
C24 1.44595 3.03435 0.25670  0.262
H41 0.87360 2.84776 -0.66594  -0.386
H42 2.04284 3.92872 0.04387  -0.642
H43 0.74725 3.29482 1.06159  0.535
C25 4.63525 -2.17720 0.46333  -1.254
C26 3.50752 -2.91612 -0.26202  3.067
C27 4.05020 -3.70845 -1.44797  -1.699
C28 2.74068 -3.79969 0.71976  -0.054
C29 3.36550 -4.95089 1.18563  -0.345
C30 2.73403 -5.83262 2.04826  -1.668
C31 1.43340 -5.53799 2.43821  -0.443
C32 0.77649 -4.37818 2.02100  0.306
C33 -0.67692 -4.23889 2.47983  3.086
C34 -1.55960 -5.34188 1.87855  -1.642
C35 -0.81023 -4.26823 4.00423  -1.672
C36 1.44732 -3.38599 1.20231  -0.290
O1 0.96496 -2.17382 0.92111  -0.170
H44 5.36960 -2.90161 0.84982  0.455
H45 4.23824 -1.60171 1.31402  0.201
H46 5.15290 -1.48619 -0.20989  0.307
H47 2.78317 -2.18422 -0.64402  -1.505
H48 4.84494 -4.39400 -1.12815  0.485
H49 3.25250 -4.29670 -1.91720  0.395
H50 4.46405 -3.03720 -2.20220  0.327
H51 4.39024 -5.16342 0.84388  0.236
H52 3.23761 -6.73340 2.39899  0.366
H53 0.89967 -6.24457 3.08853  0.266
H54 -1.01751 -3.26886 2.10379  -2.101
H55 -1.29271 -6.32182 2.30298  0.384
H56 -2.61912 -5.15237 2.09666  0.456
H57 -1.43818 -5.39473 0.78983  0.334
H58 -0.13318 -3.54034 4.46708  0.353
H59 -1.83419 -4.02443 4.30438  0.444
H60 -0.56577 -5.26683 4.39312  0.407

Atoms 1-6, force components in eV/Å:
-3.71 -4.45 1.79
0.07 -0.25 -0.98
0.46 -0.56 0.51
0.25 0.97 0.04
0.00 0.19 -1.13
0.33 0.06 1.06

Properties
Energy relative to the best compared isomer or geometry (same formula, charge and spin) in eV: 3.0857
2S+1: 6
E_HOMO (alpha / beta) in Ha: -0.3408 / -0.3414
Charge: +1